DFT (ωB97M-V/def2-TZVPD) results for C38H28N3NiO2P as an isolated structure.

Properties
energy relative to the best compared isomer or geometry (same formula, charge and spin) = 54.0 kcal/mol
HOMO-LUMO gap (spin up / spin down) = 0.2486 / 0.2486 Ha
E = -98758.789 eV
HOMO energy (spin up / spin down) = -7.34 / -7.34 eV

ORCA input file:
```
! RIJCOSX wB97M-V def2-TZVPD def2/J DEFGRID3
* xyz 0 1
Ni 0.4013 0.3350 -0.9231
C -2.0623 3.8204 3.3922
C -1.0580 3.9198 2.4415
C -0.8794 2.9014 1.5159
C -1.6992 1.7777 1.5342
C -2.7111 1.6881 2.4889
C -2.8892 2.7043 3.4146
P -1.4848 0.5406 0.2177
C -1.9535 -1.0142 1.0310
C -1.3704 -1.2877 2.2742
C -1.1951 -2.5946 2.6725
C -1.4750 -3.6358 1.7719
C -2.4535 -3.3549 0.8031
C -2.6228 -2.0497 0.3705
C -2.7268 0.9051 -1.0193
C -4.0770 1.0321 -0.8312
C -4.8922 1.3815 -1.9252
C -4.3260 1.6215 -3.1489
C -2.9286 1.5293 -3.3531
C -2.3191 1.8335 -4.5908
C -0.9600 1.7800 -4.6878
C -0.1531 1.3941 -3.5914
C -0.6734 1.0451 -2.3654
C -2.1030 1.1467 -2.2646
H -2.2059 4.6137 4.1145
H -0.4137 4.7893 2.4175
H -0.1084 2.9800 0.7611
H -3.3511 0.8143 2.5202
H -3.6750 2.6257 4.1549
H -1.0262 -0.4740 2.9021
H -0.7011 -2.8151 3.6115
H -1.5691 -4.6175 2.2277
H -2.9475 -4.1696 0.2880
H -3.2418 -1.8224 -0.4896
H -4.5199 0.8704 0.1452
H -5.9623 1.4743 -1.7913
H -4.9513 1.9070 -3.9875
H -2.9348 2.1175 -5.4360
H -0.4786 2.0268 -5.6270
H 0.9156 1.3766 -3.7473
C 3.3855 2.2035 1.9812
C 2.3874 2.0051 1.0179
N 1.8394 0.8329 0.7798
C 2.3075 -0.2306 1.4641
C 3.3001 -0.1419 2.4474
C 3.8364 1.1297 2.7026
C 3.7261 -1.3338 3.1321
C 3.1789 -2.5345 2.8543
C 2.1526 -2.6670 1.8542
C 1.5019 -3.8679 1.5481
C 0.4185 -3.8530 0.6757
C 0.3787 -2.7381 -0.2042
N 0.9646 -1.5934 0.0575
C 1.7634 -1.5248 1.1371
H 3.7912 3.1941 2.1303
H 2.0420 2.8301 0.4101
H 4.6101 1.2445 3.4526
H 4.5029 -1.2435 3.8818
H 3.5050 -3.4230 3.3816
H 1.7579 -4.7733 2.0877
H 0.2399 -4.7993 0.1744
H -0.1948 -2.7776 -1.1216
O 3.3781 1.7049 -1.6079
C 3.0867 0.6686 -2.1804
C 4.0351 -0.0645 -3.1238
C 3.2162 -1.2427 -3.6283
C 1.8826 -1.0957 -2.9071
O 0.9558 -1.8756 -3.0259
N 1.8848 0.0203 -2.1091
H 4.9278 -0.3483 -2.5662
H 4.3488 0.6286 -3.9040
H 3.6382 -2.2165 -3.3802
H 3.0345 -1.2335 -4.7031
*
```

Löwdin population analysis, charges in e, atoms 1 to 5: Ni 0.2913; C -0.0823; C -0.0726; C -0.0863; C -0.3237